1.
C29H24F5N2 | ωB97M-V/def2-TZVPD

Largest force on an atom   1.94 eV/Å
Orbital gap   8.22 eV
Charge   +1
HOMO   -0.4208 hartree

```
60
Properties=species:S:1:pos:R:3:forces:R:3
F -3.6687 2.0400 -3.3375 0.3 -0.9 0.2
C -3.3775 0.7049 -3.1946 0.0 0.6 -0.1
C -4.4259 -0.2019 -3.2217 0.3 0.1 0.1
C -4.1193 -1.5444 -3.0123 0.1 0.2 -0.2
C -2.7950 -1.9366 -2.8758 0.0 0.0 -0.2
C -1.7340 -1.0195 -2.9547 -0.1 -0.1 0.8
C -0.3608 -1.5828 -2.6211 -0.2 -0.9 -0.6
C 0.9854 -1.0565 -3.0880 0.2 0.4 0.4
C 2.0479 -1.9619 -2.9117 0.1 0.2 0.1
C 3.3718 -1.5611 -3.0219 0.2 0.1 -0.1
C 3.6847 -0.2387 -3.3331 -0.3 0.0 0.0
C 2.6310 0.6435 -3.4705 -0.3 0.8 -0.4
F 2.9144 1.9603 -3.7350 -0.2 -0.9 0.2
C 1.2804 0.2912 -3.3616 0.5 -0.5 0.2
C -2.0418 0.3429 -3.0117 -0.3 -0.1 -0.2
H -5.4464 0.1372 -3.3569 0.1 0.0 0.0
H -4.9168 -2.2860 -2.9876 0.2 0.2 0.1
H -2.5886 -2.9799 -2.6516 0.1 0.1 -0.3
H -0.3963 -2.6910 -2.8260 0.1 1.1 0.1
H 1.8425 -2.9855 -2.6020 -0.1 0.2 -0.2
H 4.1901 -2.2620 -2.8523 -0.3 0.1 -0.1
H 4.7053 0.0974 -3.4646 -0.1 0.0 0.1
H 0.5278 1.0781 -3.4232 0.3 -0.4 -0.2
H -1.2878 1.1142 -2.8696 -0.3 -0.1 -0.3
C -0.5580 2.2911 0.2663 0.2 0.4 -0.4
N -0.9654 1.2456 1.1858 0.7 -0.7 -0.1
C -0.1888 0.2122 1.5944 -1.9 -0.3 -0.5
H -0.2765 -1.5058 -1.5464 -0.1 -0.1 0.7
C 1.2888 0.2139 1.6855 1.4 0.2 0.2
C 1.7544 0.8832 2.8506 -0.7 -0.1 -0.1
C 3.1004 1.0076 3.1513 -0.5 -0.1 -0.2
C 4.0202 0.4799 2.2582 -0.1 0.1 0.0
C 5.4681 0.6747 2.6211 1.4 0.2 0.3
F 6.2643 -0.2989 2.0903 -0.7 1.0 0.5
F 5.9327 1.8951 2.1878 -0.5 -1.4 0.3
F 5.6473 0.6587 3.9863 -0.2 -0.1 -1.5
C 3.6143 -0.1687 1.0889 -0.1 -0.1 0.0
C 2.2482 -0.3434 0.7989 -0.5 0.4 0.5
N -1.0116 -0.7048 2.1548 0.7 0.2 -0.6
C -0.6730 -2.1013 2.3838 0.2 -0.5 0.1
C -2.3111 -0.1754 2.2811 1.1 0.9 0.6
C -2.2807 1.0844 1.6639 0.9 -0.2 1.1
C -3.0856 2.1216 2.1164 -1.1 0.2 0.1
C -4.0236 1.8277 3.1249 0.3 0.2 -0.7
C -4.0401 0.5696 3.7520 0.3 -0.6 -0.3
C -3.1230 -0.4269 3.3760 -1.2 0.0 0.2
H -1.3011 3.0882 0.3408 0.3 0.0 -0.1
H 0.4339 2.6699 0.5293 -0.2 0.0 0.0
H -0.5409 1.9220 -0.7778 0.0 0.1 0.6
H 1.0328 1.3074 3.5593 0.2 -0.2 -0.4
H 3.4055 1.5073 4.0708 0.0 -0.2 -0.3
H 4.3879 -0.5445 0.4132 -0.4 0.0 0.2
H 1.9167 -0.8962 -0.0911 0.3 0.3 0.3
H -1.4342 -2.5251 3.0425 0.3 0.0 -0.1
H -0.6888 -2.6611 1.4287 0.0 0.3 0.5
H 0.3150 -2.1976 2.8496 -0.3 0.1 -0.1
H -2.9300 3.1393 1.7429 -0.3 -0.4 0.2
H -4.7110 2.6053 3.4750 0.4 -0.3 -0.1
H -4.7376 0.3873 4.5770 0.4 0.1 -0.3
H -2.9723 -1.3444 3.9524 -0.4 0.4 -0.1
```
Forces are in eV/Å.

---

2.
C29H24IN7O5ReSe | ωB97M-V/def2-TZVPD

Largest force on an atom   0.61 eV/Å
Orbital gap (alpha / beta)   5.76 / 4.73 eV
Charge   +2
Multiplicity   4
Energy above the lowest of the compared OMol25 structures with the same formula, charge and spin   37.0 kJ/mol
HOMO (alpha / beta)   -0.4528 / -0.4528 hartree

```
68
Properties=species:S:1:pos:R:3:forces:R:3
Re 1.3248 -2.3265 2.0441 0.3 -0.3 0.4
C -2.7448 7.9139 -6.1533 0.0 0.0 0.0
O -2.6675 7.9073 -4.7297 0.0 -0.1 0.0
C -2.2791 6.7782 -4.1181 0.0 0.1 -0.1
C -2.2576 6.8237 -2.7201 0.0 0.0 0.1
C -1.8760 5.7193 -1.9984 -0.1 0.0 0.0
C -1.4875 4.5473 -2.6557 0.0 0.0 0.0
C -1.5156 4.5046 -4.0451 0.0 0.0 0.0
C -1.9127 5.6081 -4.7830 0.0 -0.1 0.0
C -1.0552 3.3975 -1.8755 0.0 0.0 0.0
N -1.5158 3.0351 -0.6924 0.0 0.0 0.0
C -0.8082 1.9256 -0.3612 -0.1 0.1 0.2
C 0.1098 1.5919 -1.3426 0.1 0.0 -0.1
N -0.0645 2.5485 -2.3086 -0.1 -0.1 0.0
C 1.0063 0.4937 -1.2239 0.0 0.0 -0.1
C 1.9894 0.0907 -2.1497 0.0 0.0 0.0
C 2.7889 -0.9919 -1.8780 0.0 0.0 0.0
C 2.6249 -1.6872 -0.6791 0.0 0.1 0.0
N 1.7044 -1.3248 0.2074 0.1 0.0 0.0
C 0.8952 -0.2616 -0.0464 0.0 0.0 0.1
C -0.0804 0.0475 0.9577 0.0 -0.1 0.0
N -0.1301 -0.7768 2.0411 0.0 -0.1 0.2
C -1.0124 -0.5348 3.0097 0.0 0.1 -0.1
C -1.8955 0.5426 2.9455 0.0 0.0 0.0
C -1.8617 1.3812 1.8556 0.0 0.0 0.0
C -0.9371 1.1385 0.8249 -0.1 0.1 0.0
H -3.0933 8.9039 -6.4262 0.0 0.0 0.0
H -3.4558 7.1660 -6.5081 0.0 0.0 0.0
H -1.7631 7.7379 -6.5964 0.0 0.0 0.0
H -2.5464 7.7440 -2.2315 0.0 0.0 0.0
H -1.8661 5.7523 -0.9172 0.0 0.0 0.0
H -1.2616 3.5899 -4.5699 0.0 0.0 0.0
H -1.9453 5.5479 -5.8597 0.0 0.0 0.0
H 0.4402 2.6613 -3.1721 0.0 0.0 0.0
H 2.1187 0.6318 -3.0783 0.0 0.0 0.0
H 3.5491 -1.3150 -2.5743 0.0 0.0 0.0
H 3.2407 -2.5420 -0.4268 0.0 0.0 0.0
H -1.0197 -1.2241 3.8467 0.0 0.0 0.0
H -2.5952 0.6991 3.7538 0.0 0.0 0.0
H -2.5327 2.2264 1.7687 0.0 0.0 0.0
O 2.8019 -3.6418 2.0377 -0.2 0.2 -0.1
Se 2.3868 -4.4597 3.5517 0.2 -0.5 0.3
O 3.4732 -4.0973 4.6535 -0.2 0.0 -0.2
O 1.0020 -3.4084 3.6878 0.0 0.3 -0.2
O 1.9347 -5.9480 3.2294 0.0 0.3 0.0
I 3.6934 0.2349 7.1277 0.0 0.0 0.0
C 3.5167 -0.4494 5.2010 0.0 0.0 0.0
C 4.5360 -0.8332 4.3472 0.1 0.0 0.0
N 3.9783 -1.2296 3.2036 0.0 0.0 -0.1
N 2.6323 -1.1326 3.2519 -0.1 -0.2 0.0
C 2.3537 -0.6693 4.4820 -0.1 0.2 -0.1
H 5.6040 -0.8472 4.4909 0.0 0.0 0.0
H 4.4337 -1.6528 2.4107 0.0 -0.1 0.0
H 1.3346 -0.5097 4.7934 0.0 0.0 0.0
C -2.3705 -7.0760 -0.0407 0.0 0.0 0.0
C -1.5200 -5.9045 0.3278 -0.1 0.0 0.0
C -0.1573 -5.8710 0.0491 0.0 0.0 0.0
C 0.5994 -4.7856 0.4198 0.0 0.1 -0.1
N 0.0676 -3.7107 1.0385 -0.1 -0.1 0.1
C -1.2602 -3.7244 1.2937 0.1 0.0 -0.1
C -2.0636 -4.7819 0.9568 0.0 0.0 0.0
H -1.7730 -7.9724 -0.1881 0.0 0.0 0.0
H -2.8988 -6.8649 -0.9737 0.0 0.0 0.0
H -3.1223 -7.2681 0.7232 0.0 0.0 0.0
H 0.3302 -6.7064 -0.4345 0.0 0.0 0.0
H 1.6656 -4.7686 0.2478 0.0 0.0 0.0
H -1.6726 -2.8528 1.7809 0.0 0.0 0.0
H -3.1174 -4.7396 1.1969 0.0 0.0 0.0
```
Forces are in eV/Å.

---

3.
C29H24LiN8SSe | ωB97M-V/def2-TZVPD

Largest force on an atom   1.29 eV/Å
Orbital gap   7.99 eV
Charge   +1
Energy above the lowest of the compared OMol25 structures with the same formula, charge and spin   0.0 kJ/mol
HOMO   -0.4079 hartree

```
64
Properties=species:S:1:pos:R:3:forces:R:3
Li 0.2266 0.4519 0.5627 -0.1 0.1 0.1
C -2.0643 2.2172 1.3353 -0.3 0.3 0.1
N -0.8657 1.8108 2.0394 0.0 -0.2 0.3
C 0.0045 2.8810 2.4750 -0.1 0.2 0.2
C 1.2627 2.8757 1.6733 0.1 0.1 0.0
N 1.5267 2.0311 0.7168 -0.6 -0.2 0.1
C 2.8112 2.3069 0.3091 0.7 0.7 0.3
C 3.6161 1.7114 -0.6566 -0.1 -0.1 -0.1
C 4.9119 2.1656 -0.7869 0.1 0.0 -0.1
C 5.4059 3.2065 0.0032 0.0 0.1 0.1
C 4.6179 3.8408 0.9424 0.0 0.1 0.0
C 3.3214 3.3745 1.0829 0.1 -0.5 -0.5
N 2.2955 3.7211 1.9327 -0.2 0.1 0.1
C -2.6157 1.0019 0.6837 -0.1 -0.2 0.0
N -1.8244 0.0910 0.1956 0.4 0.2 0.2
C -2.6328 -0.8673 -0.3614 -1.0 0.0 0.0
C -2.3196 -2.0206 -1.0715 0.0 0.0 0.0
C -3.3703 -2.7840 -1.5300 0.1 -0.1 -0.1
C -4.7014 -2.4409 -1.2723 -0.1 0.1 0.0
C -5.0346 -1.2993 -0.5710 -0.1 0.0 0.0
C -3.9812 -0.5075 -0.1445 0.5 -0.4 -0.2
N -3.9298 0.6953 0.5267 0.0 0.2 0.1
H -1.7705 2.9281 0.5545 -0.1 0.1 0.1
H -2.8245 2.6893 1.9824 0.2 0.0 -0.2
H -1.1150 1.2008 2.8068 0.1 0.0 0.0
H 0.2735 2.7485 3.5281 -0.1 0.0 -0.1
H -0.4897 3.8592 2.3925 0.1 -0.1 0.1
H 3.2305 0.9186 -1.2833 0.1 0.1 0.0
H 5.5771 1.7113 -1.5065 0.0 -0.1 -0.1
H 6.4319 3.5161 -0.1150 0.1 0.1 -0.1
H 4.9987 4.6511 1.5462 0.1 0.1 0.0
H 2.3092 4.4601 2.6172 0.0 -0.1 0.0
H -1.2886 -2.2879 -1.2528 0.0 -0.1 0.0
H -3.1615 -3.6704 -2.1082 0.0 -0.1 0.0
H -5.4871 -3.0824 -1.6385 -0.1 -0.1 0.0
H -6.0616 -1.0376 -0.3644 -0.1 0.0 -0.1
H -4.7200 1.2358 0.8380 0.1 0.0 0.0
S 3.2159 -2.2054 2.9658 -0.4 0.1 -0.2
C 2.4443 -0.7590 2.4078 0.5 -0.3 0.3
N 1.2355 -0.8665 1.9865 -0.3 0.8 -0.4
C 0.7998 -2.1592 2.0780 0.2 -1.2 0.4
C -0.4647 -2.6219 1.7285 0.1 0.0 0.0
C -0.7352 -3.9673 1.8347 -0.1 0.1 0.0
C 0.2262 -4.8618 2.3039 0.1 0.0 0.1
C 1.4740 -4.4200 2.6939 0.0 -0.2 0.0
C 1.7556 -3.0671 2.5819 -0.1 0.4 -0.1
H 2.9850 0.1668 2.4225 0.2 0.3 -0.1
H -1.1953 -1.9156 1.3798 -0.2 0.0 -0.1
H -1.7058 -4.3403 1.5496 -0.1 0.0 0.0
H -0.0152 -5.9116 2.3670 0.0 -0.1 0.0
H 2.2093 -5.1134 3.0652 0.1 -0.1 0.1
Se 1.8529 -1.3738 -1.5421 0.3 -0.4 -0.1
N 0.5450 -0.2359 -1.3733 -0.7 0.7 0.4
C -0.0525 -0.0781 -2.5535 0.8 -0.5 0.3
C -1.2077 0.6824 -2.8161 -0.6 0.5 -0.3
C -1.7182 0.6909 -4.0809 0.0 0.3 0.8
C -1.0890 -0.0046 -5.1360 0.7 -0.5 -0.3
C 0.0269 -0.7606 -4.9248 -0.5 0.2 -0.6
C 0.5547 -0.8375 -3.6201 0.4 -0.2 0.9
N 1.5886 -1.5863 -3.2466 0.0 -0.3 -1.1
H -1.6811 1.2177 -2.0113 -0.1 0.1 0.0
H -2.6169 1.2501 -4.2942 -0.1 0.1 0.0
H -1.5001 0.0821 -6.1287 -0.1 -0.1 -0.1
H 0.5050 -1.3081 -5.7190 0.1 -0.1 -0.1
```
Forces are in eV/Å.